6
Properties=species:S:1:pos:R:3:forces:R:3:lowdin_charge:R:1 method="wB97M-V/def2-TZVPD" spin_multiplicity=1 orbital_gap_ev=9.71 charge=0 max_force_ha_per_bohr=0.10695 e_tot_ev=-10840.3653
N 1.328481 -0.001584 -0.375265 2.26 -3.30 3.78 -0.448
P -0.197405 0.114327 -0.241777 -2.29 1.11 3.14 0.484
H 1.341011 -0.729604 0.776561 0.78 2.86 -4.44 0.121
H -0.720367 -0.755664 0.769922 -0.52 0.13 -0.88 -0.047
H -1.030529 0.031685 -1.324807 -0.38 -0.13 -0.82 -0.068
H -0.721193 1.340840 0.395366 0.16 -0.68 -0.77 -0.041